No. 1
This record from OMol25 describes a molecular structure, C3H6NO at a distorted geometry. The level of theory is ωB97M-V with the def2-TZVPD basis set.

Cartesian coordinates (Å):
C -0.535 1.188 0.150
C 0.672 1.665 -0.118
C 0.180 -0.231 0.390
N -0.238 -1.432 -0.299
O 1.342 0.301 -0.188
H -1.457 1.498 0.446
H 1.029 2.656 -0.371
H 0.169 -0.214 1.443
H -0.638 -1.292 -1.262
H -1.056 -2.049 0.104
H 0.532 -2.089 -0.294

Energy relative to the best compared isomer or geometry (same formula, charge and spin): 223.51 kJ/mol
HOMO-LUMO gap: 10.27 eV
LUMO energy: -4.21 eV
Highest occupied orbital energy: -14.488 eV
Total charge: +1

---

No. 2
This record from OMol25 describes C5H10N2O in the gas phase at a distorted geometry. The level of theory is ωB97M-V with the def2-TZVPD basis set.

Cartesian coordinates (Å):
C -0.759 -1.241 2.340
N -0.861 -0.623 1.030
C 0.616 -0.483 0.085
C 0.395 1.342 -1.010
N 0.655 -1.518 -0.843
C -0.017 0.663 0.485
C 0.876 1.078 -2.236
O 0.090 2.671 -0.741
H 0.037 3.191 -1.554
H -1.813 -0.355 0.781
H 0.132 -1.430 -1.712
H 0.516 -2.436 -0.443
H 0.074 1.376 1.297
H -0.181 -0.620 3.034
H -0.278 -2.220 2.252
H -1.761 -1.374 2.763
H 1.369 0.154 -2.504
H 0.909 1.824 -3.023

Energy relative to the best compared isomer or geometry (same formula, charge and spin): 896.82 kJ/mol
HOMO-LUMO gap (spin up / spin down): 7.06 / 7.06 eV
LUMO energy (spin up / spin down): 0.83 / 0.83 eV
Highest occupied orbital energy (spin up / spin down): -6.229 / -6.230 eV

---

No. 3
This record from OMol25 describes 2 unconnected molecules or ions with the total composition C6H10NO4 at a distorted geometry. The level of theory is ωB97M-V with the def2-TZVPD basis set.

Cartesian coordinates (Å):
C 0.699 1.161 0.037
C -1.844 -0.008 -0.431
C 1.776 0.572 0.627
C -1.840 0.006 -1.931
C -1.644 -1.024 1.577
C 2.229 -0.774 0.007
N 0.330 2.239 -0.499
O 0.946 3.227 -1.188
O 2.201 0.672 1.828
O 2.640 -1.626 0.977
O -1.561 -1.155 0.158
H -2.851 -0.145 -2.254
H -1.524 0.987 -2.425
H -1.330 -0.803 -2.471
H -0.885 -0.303 2.064
H -1.557 -2.026 1.976
H -2.550 -0.616 1.906
H 1.510 -1.266 -0.560
H 3.057 -0.577 -0.717
H -0.683 2.513 -0.465
H 2.882 -1.055 1.783

Energy relative to the best compared isomer or geometry (same formula, charge and spin): 802.77 kJ/mol
HOMO-LUMO gap: 7.42 eV
LUMO energy: 3.52 eV
Highest occupied orbital energy: -3.899 eV
Total charge: -1

---

No. 4
This record from OMol25 describes a molecular structure, C31H31BBaN9STe. The level of theory is ωB97M-V with the def2-TZVPD basis set.

Cartesian coordinates (Å):
Ba 0.166 -0.944 -0.243
C 2.941 1.572 -1.579
C 2.129 2.215 -0.503
C 2.364 3.426 0.160
C 1.312 3.549 1.038
N 0.514 2.472 0.904
N 1.014 1.649 -0.050
B -0.807 2.210 1.671
N -0.690 0.969 2.597
C -1.529 0.675 3.605
C -1.215 -0.576 4.085
C -0.148 -1.002 3.278
C 0.629 -2.275 3.351
N 0.153 -0.068 2.375
N -1.982 1.938 0.692
C -3.073 2.664 0.394
C -3.882 1.912 -0.429
C -3.198 0.702 -0.596
C -3.596 -0.489 -1.407
N -2.053 0.721 0.085
N -1.059 3.423 2.568
C -0.519 3.625 3.796
C -0.682 4.946 4.120
C -1.323 5.511 2.995
C -1.747 6.926 2.781
N -1.530 4.593 2.067
H 3.991 1.516 -1.293
H 2.606 0.555 -1.792
H 2.879 2.138 -2.510
H 3.178 4.115 0.015
H 1.076 4.333 1.738
H -2.285 1.378 3.914
H -1.680 -1.104 4.899
H 1.414 -2.206 4.106
H -0.015 -3.115 3.606
H 1.117 -2.511 2.402
H -3.180 3.659 0.786
H -4.833 2.196 -0.846
H -4.661 -0.690 -1.298
H -3.397 -0.335 -2.469
H -3.054 -1.383 -1.095
H -0.062 2.818 4.344
H -0.390 5.437 5.033
H -0.883 7.589 2.714
H -2.314 7.008 1.855
H -2.370 7.279 3.604
C -0.156 -5.352 1.615
C 1.265 -5.411 1.687
C 2.015 -4.672 0.825
C 1.379 -3.850 -0.153
N -0.002 -3.753 -0.167
C -0.711 -4.518 0.685
C 2.074 -3.153 -1.189
C 3.465 -2.846 -1.094
C 4.121 -2.133 -2.065
C 3.437 -1.672 -3.199
C 2.088 -1.969 -3.333
C 1.399 -2.699 -2.370
H -0.781 -5.940 2.270
H 1.747 -6.060 2.406
H 3.093 -4.750 0.842
H -1.791 -4.431 0.598
H 4.013 -3.170 -0.218
H 5.176 -1.919 -1.945
H 3.946 -1.100 -3.962
H 1.563 -1.643 -4.223
Te -0.603 -3.338 -2.766
C -0.607 -2.627 -4.754
C -1.087 -1.422 -5.189
C -0.969 -1.242 -6.593
C -0.394 -2.317 -7.202
S -0.011 -3.542 -6.076
H -1.512 -0.685 -4.519
H -1.295 -0.359 -7.124
H -0.186 -2.449 -8.251

Spin multiplicity: 2
Energy relative to the best compared isomer or geometry (same formula, charge and spin): 0.00 kJ/mol
HOMO-LUMO gap (spin up / spin down): 5.21 / 8.14 eV
LUMO energy (spin up / spin down): 0.30 / 0.20 eV
Highest occupied orbital energy (spin up / spin down): -4.910 / -7.942 eV

---

No. 5
This record from OMol25 describes 2 unconnected molecules or ions with the total composition CH5OP at a distorted geometry. The level of theory is ωB97M-V with the def2-TZVPD basis set.

Cartesian coordinates (Å):
C 0.737 0.838 -0.273
O -1.420 -0.810 -0.056
P 1.837 -0.372 0.173
H 0.421 0.819 -1.409
H 0.300 1.679 0.153
H -2.323 -0.488 -0.320
H 2.022 0.091 1.502
H -1.574 -1.757 0.230

SMILES: C=P.O
Energy relative to the best compared isomer or geometry (same formula, charge and spin): 179.63 kJ/mol
HOMO-LUMO gap: 9.65 eV
LUMO energy: 0.53 eV
Highest occupied orbital energy: -9.121 eV

---

No. 6
This record from OMol25 describes 2 unconnected molecules or ions with the total composition C6H10O2 at a distorted geometry. The level of theory is ωB97M-V with the def2-TZVPD basis set.

Cartesian coordinates (Å):
C 1.285 0.171 -0.011
C 2.088 0.462 -1.244
C -1.850 -1.419 0.706
C -1.793 -0.521 -0.488
C 0.385 1.007 0.466
C -0.288 1.973 1.011
O 1.477 -1.060 0.586
O -2.498 0.438 -0.699
H 2.193 -1.515 0.129
H -1.157 -0.945 -1.310
H 3.151 0.502 -0.996
H 1.945 -0.316 -1.996
H 1.791 1.421 -1.662
H -2.208 -2.404 0.412
H -0.833 -1.539 1.079
H -2.480 -0.991 1.482
H 0.106 2.585 1.811
H -1.316 2.150 0.724

SMILES: C=C=C(C)O.CC=O
Energy relative to the best compared isomer or geometry (same formula, charge and spin): 238.09 kJ/mol
HOMO-LUMO gap: 9.44 eV
LUMO energy: 0.69 eV
Highest occupied orbital energy: -8.750 eV

---

No. 7
This record from OMol25 describes a gas-phase ion, H2N3O3S (charge -1) at a distorted geometry. The level of theory is ωB97M-V with the def2-TZVPD basis set.

Cartesian coordinates (Å):
N -0.852 -0.451 -0.258
N 0.140 0.016 0.484
N -1.845 -0.760 0.569
O 1.359 0.046 -1.811
O 1.132 2.034 -0.340
O 2.790 0.227 0.128
S 1.487 0.638 -0.507
H -1.495 -0.642 1.523
H -2.716 -1.108 0.212

SMILES: N/N=N/S(=O)(=O)[O-]
Energy relative to the best compared isomer or geometry (same formula, charge and spin): 317.76 kJ/mol
HOMO-LUMO gap: 8.74 eV
LUMO energy: 3.88 eV
Highest occupied orbital energy: -4.862 eV
Total charge: -1

---

No. 8
This record from OMol25 describes a molecular structure, C53H58FIN7O14P2 at a distorted geometry. The level of theory is ωB97M-V with the def2-TZVPD basis set.

Cartesian coordinates (Å):
C 1.773 2.423 -3.592
C 1.624 2.426 -2.391
C 1.406 2.321 -0.897
C 1.924 0.930 -0.369
C 3.160 1.038 0.611
O 4.016 2.167 0.325
C 4.508 2.421 -0.918
O 5.173 1.737 -1.650
C 4.290 3.867 -1.403
C 4.401 4.156 -2.774
C 4.157 5.455 -3.228
C 3.785 6.495 -2.341
C 3.704 6.203 -0.970
C 3.946 4.899 -0.516
P 4.337 -0.482 0.401
C 6.084 0.086 0.791
O 4.315 -1.000 -1.199
C 2.709 1.237 2.174
N 3.308 2.504 2.535
C 2.777 3.541 3.026
C 3.340 4.131 4.362
C 1.723 4.515 2.401
C 3.411 0.205 3.157
C 4.285 0.692 4.163
C 4.800 -0.315 5.026
C 4.425 -1.637 4.820
N 3.644 -2.180 3.867
C 3.193 -1.184 3.103
C 1.132 1.134 2.406
P 0.800 0.985 4.240
O 0.854 -0.334 4.906
C 0.257 0.267 1.449
I -0.276 -1.757 2.258
C -1.225 0.833 1.532
F -2.244 -0.088 1.186
C -1.616 2.185 0.924
C -2.950 2.659 1.619
N 0.851 0.005 0.068
O 1.389 -1.295 0.142
C -0.176 -0.157 -1.022
O 0.395 -0.517 -2.235
C -0.467 -1.370 -3.008
H 2.248 2.483 -4.565
H 1.930 3.179 -0.448
H 0.323 2.482 -0.783
H 2.410 0.516 -1.283
H 4.664 3.412 -3.535
H 4.205 5.720 -4.290
H 3.566 7.503 -2.714
H 3.433 6.997 -0.260
H 3.868 4.673 0.554
H 6.585 0.199 -0.194
H 6.094 1.008 1.390
H 6.607 -0.755 1.286
H 5.209 -1.050 -1.572
H 4.444 4.160 4.202
H 3.040 5.176 4.533
H 3.181 3.465 5.223
H 1.591 4.364 1.318
H 2.042 5.562 2.567
H 0.792 4.387 2.994
H 4.601 1.717 4.343
H 5.477 -0.039 5.842
H 4.831 -2.368 5.546
H 2.572 -1.515 2.255
H 0.737 2.158 2.168
H 1.716 1.869 4.856
H -0.496 1.553 4.454
H -1.424 0.941 2.620
H -1.841 2.218 -0.158
H -0.898 3.012 1.111
H -3.682 1.826 1.654
H -3.444 3.439 1.010
H -2.782 3.003 2.655
H 2.016 -1.436 -0.601
H -0.831 0.717 -1.177
H -0.814 -1.011 -0.702
H -0.479 -2.366 -2.521
H -1.476 -0.920 -3.080
H -0.061 -1.425 -4.033
C 4.178 0.301 -9.451
C 3.396 1.284 -10.042
C 3.072 2.432 -9.337
C 3.542 2.585 -8.042
C 4.318 1.608 -7.438
C 4.635 0.461 -8.149
N 3.221 3.811 -7.302
O 2.527 4.637 -7.850
O 3.676 3.932 -6.174
H 4.434 -0.592 -10.006
H 3.040 1.156 -11.056
H 2.462 3.193 -9.804
H 4.680 1.728 -6.426
H 5.243 -0.308 -7.689
C -4.510 -2.481 -1.630
C -4.104 -1.374 -0.892
C -5.001 -0.354 -0.621
C -6.300 -0.452 -1.088
C -6.716 -1.546 -1.830
C -5.814 -2.564 -2.101
N -7.256 0.619 -0.779
O -6.848 1.573 -0.141
O -8.396 0.491 -1.173
H -3.809 -3.281 -1.836
H -3.091 -1.309 -0.527
H -4.678 0.503 -0.047
H -7.729 -1.621 -2.200
H -6.128 -3.424 -2.677
C -12.030 -4.417 0.841
C -11.992 -3.743 -0.373
C -10.855 -3.802 -1.163
C -9.766 -4.542 -0.728
C -9.790 -5.212 0.484
C -10.929 -5.147 1.271
N -8.571 -4.626 -1.573
O -8.573 -4.010 -2.624
O -7.644 -5.307 -1.180
H -12.922 -4.375 1.454
H -12.850 -3.174 -0.704
H -10.831 -3.275 -2.107
H -8.938 -5.785 0.823
H -10.961 -5.669 2.218
C 1.663 -4.378 5.004
C 1.798 -5.572 4.306
C 0.991 -6.656 4.619
C 0.050 -6.529 5.629
C -0.090 -5.347 6.337
C 0.722 -4.268 6.021
N -0.824 -7.667 5.946
O -0.662 -8.695 5.318
O -1.660 -7.512 6.814
H 2.293 -3.531 4.751
H 2.533 -5.657 3.515
H 1.101 -7.582 4.073
H -0.822 -5.253 7.127
H 0.620 -3.337 6.565

HOMO-LUMO gap: 7.22 eV
LUMO energy: -3.11 eV
Highest occupied orbital energy: -10.339 eV
Total charge: +1